{"formula": "C33H73N7O24S4", "method": "ωB97M-V/def2-TZVPD", "de_lowest_kcal_mol": 97.0, "fmax_ev_per_a": 4.30, "lumo_ev": 0.05, "e_tot_ha": -5082.73178, "gap_ev": 9.419, "species": ["O", "S", "O", "O", "C", "C", "O", "H", "H", "H", "H", "O", "S", "O", "O", "C", "C", "O", "H", "H", "H", "H", "O", "S", "O", "O", "C", "C", "O", "H", "H", "H", "H", "O", "S", "O", "O", "C", "C", "O", "H", "H", "H", "H", "C", "N", "C", "C", "O", "H", "H", "H", "H", "H", "H", "H", "C", "N", "C", "C", "O", "H", "H", "H", "H", "H", "H", "H", "C", "N", "C", "C", "O", "H", "H", "H", "H", "H", "H", "H", "C", "N", "C", "C", "O", "H", "H", "H", "H", "H", "H", "H", "C", "N", "C", "C", "O", "H", "H", "H", "H", "H", "H", "H", "C", "N", "C", "C", "O", "H", "H", "H", "H", "H", "H", "H", "C", "N", "C", "C", "O", "H", "H", "H", "H", "H", "H", "H", "C", "C", "C", "O", "C", "H", "H", "H", "H", "H", "H", "H", "H"], "coordinates": [[0.404331, -0.776528, 2.490147], [0.948601, 0.259906, 1.586560], [2.378311, 0.465255, 1.473836], [0.332304, 0.196981, 0.097207], [-0.903314, 0.862643, -0.087932], [-1.139124, 1.699522, 1.178705], [0.134723, 1.731211, 1.797163], [-0.833825, 1.467420, -0.992097], [-1.766645, 0.224537, -0.276522], [-1.964446, 1.431314, 1.838262], [-1.348939, 2.757738, 1.022911], [-6.434144, 1.145418, 9.046060], [-6.350001, -0.075509, 8.235908], [-5.234176, -0.474447, 7.480433], [-6.786083, -1.301315, 9.155811], [-7.574117, -2.212908, 8.467446], [-8.509310, -1.351991, 7.659169], [-7.724682, -0.291359, 7.247584], [-7.185129, -2.877621, 7.696113], [-8.044652, -2.916292, 9.154429], [-9.267772, -0.785314, 8.199268], [-9.011980, -1.809769, 6.807183], [-7.916196, -1.716061, 1.357281], [-8.247151, -0.816292, 0.240635], [-7.582790, -0.859749, -1.055778], [-9.873985, -0.661003, -0.042548], [-10.204773, 0.697311, -0.245199], [-9.300273, 1.508622, 0.700844], [-8.092324, 0.761324, 0.830854], [-10.121249, 1.054361, -1.271670], [-11.185099, 0.877842, 0.195788], [-9.699753, 1.518637, 1.714947], [-9.195608, 2.561516, 0.438993], [7.485539, 1.252818, -6.949273], [6.300445, 2.092357, -6.733529], [6.104083, 3.336312, -7.515321], [4.972454, 1.096817, -6.772167], [4.909457, 0.270955, -5.593555], [5.559103, 1.156384, -4.475524], [6.067740, 2.346783, -5.147792], [3.904329, -0.088519, -5.373083], [5.626472, -0.518750, -5.817907], [6.436667, 0.649198, -4.074601], [5.062902, 1.493669, -3.565511], [0.364807, 7.264991, -6.226906], [1.545869, 7.483686, -5.431382], [1.595605, 7.070973, -4.141988], [2.754213, 7.520926, -3.278099], [0.741838, 6.279213, -3.666726], [0.491686, 6.182579, -6.207809], [0.414830, 7.716412, -7.217783], [-0.548166, 7.766262, -5.905443], [2.162964, 8.239165, -5.693205], [2.657684, 8.514435, -2.840229], [3.673875, 7.650252, -3.848707], [2.896572, 6.836571, -2.441738], [9.597620, -5.990565, -0.339610], [8.433765, -5.872531, 0.551691], [7.248437, -6.509097, 0.380994], [6.105982, -6.270195, 1.340970], [7.047290, -7.287140, -0.510423], [9.290331, -5.820003, -1.371404], [9.922001, -7.027812, -0.255954], [10.357159, -5.245234, -0.103655], [8.718357, -5.582239, 1.476262], [6.342129, -6.666741, 2.328426], [5.278716, -6.943226, 1.115686], [5.640729, -5.285942, 1.287149], [9.573532, -1.698266, 5.558654], [10.760666, -1.972023, 6.357326], [11.034276, -3.253831, 6.732107], [12.319124, -3.553037, 7.431330], [10.236726, -4.132636, 6.333560], [9.154874, -0.706918, 5.732017], [8.746948, -2.374255, 5.777540], [9.768480, -1.742916, 4.487159], [11.489384, -1.306703, 6.572771], [12.554406, -2.666733, 8.020568], [13.118636, -3.965034, 6.815576], [12.012130, -4.267049, 8.195554], [4.818346, -4.367998, 9.482330], [6.120399, -4.689675, 10.160378], [6.039436, -5.324457, 11.399617], [7.285781, -6.101503, 11.744996], [4.942505, -5.372386, 11.964883], [4.186988, -5.233916, 9.283179], [5.094287, -3.903591, 8.535619], [4.132565, -3.818709, 10.127378], [6.981748, -4.844429, 9.656173], [7.312798, -6.638441, 10.796797], [7.198001, -6.955903, 12.416106], [8.152386, -5.476260, 11.959835], [-8.005483, 10.962097, 2.210830], [-7.214696, 9.718942, 2.332854], [-6.874235, 9.165396, 3.535142], [-5.865225, 8.029584, 3.544409], [-7.218147, 9.536539, 4.640028], [-7.439828, 11.825437, 2.561195], [-8.853597, 10.795015, 2.874814], [-8.350653, 11.102000, 1.186424], [-6.734572, 9.515913, 1.467778], [-6.372598, 7.222238, 4.072474], [-4.973425, 8.411861, 4.041062], [-5.501143, 7.858685, 2.531328], [-9.449463, 7.591063, -4.854388], [-8.227272, 6.791143, -4.811978], [-8.157150, 5.501353, -5.069214], [-6.854698, 4.817807, -4.961654], [-9.209432, 4.831902, -5.225649], [-9.476650, 8.529103, -5.408860], [-9.798210, 7.725720, -3.830485], [-10.311675, 7.099439, -5.304916], [-7.507807, 7.224310, -4.250883], [-7.144370, 3.780126, -5.127238], [-6.529908, 4.940386, -3.928423], [-6.030108, 5.178761, -5.576364], [4.092358, -8.146112, -5.611474], [2.987458, -7.872706, -4.673330], [2.081876, -6.965968, -4.899374], [1.192413, -6.601281, -3.707510], [1.938337, -6.390820, -5.977062], [4.984716, -7.783483, -5.101309], [4.045441, -7.694896, -6.602584], [4.231072, -9.220000, -5.736483], [2.935471, -8.382938, -3.803244], [1.307492, -5.532642, -3.526253], [1.472749, -7.151012, -2.809007], [0.156880, -6.774628, -4.000292], [-3.487209, -3.608507, -8.753787], [-3.735323, -2.371703, -8.006460], [-2.705005, -1.388391, -8.583700], [-2.715169, -1.773594, -9.987455], [-2.615106, -3.265016, -10.012033], [-4.302753, -4.309407, -8.931917], [-2.913306, -4.272366, -8.107232], [-3.634148, -2.351845, -6.921348], [-4.768974, -2.091026, -8.208701], [-1.689351, -1.477737, -8.198253], [-3.055221, -0.363708, -8.459337], [-1.571569, -3.546263, -9.870520], [-3.031421, -3.860270, -10.824718]], "forces_ev_per_angstrom": [[1.1865, 2.5360, -2.3257], [-1.3640, 0.4226, 0.7434], [-2.4023, -0.1756, 0.2830], [0.6114, -1.4414, 0.0694], [-1.2142, 0.6624, -0.1266], [0.2295, 1.0608, 0.0107], [1.6767, -1.5717, 1.4526], [0.4451, 0.1689, 0.1764], [0.3977, -0.6716, 0.2655], [0.3324, -0.9849, 0.1294], [0.1117, -0.0080, -0.6915], [0.3116, -2.7012, -2.1743], [-3.2677, 0.8259, 0.9859], [0.8979, 0.5578, -0.4854], [1.1965, 0.1966, 0.9455], [-2.0578, -1.5776, -0.9608], [-1.9342, 0.8540, 0.9891], [3.4895, 2.3210, -0.5917], [1.6225, 0.2263, 0.2343], [-0.1221, 0.5418, 0.3460], [-0.6080, -0.9809, 0.7609], [0.4740, -0.2602, -0.0591], [-1.1869, 1.8582, -2.9872], [0.6222, 1.4455, 0.5377], [-0.9557, -0.3994, 2.3440], [1.4638, -0.9340, 0.4684], [-0.1122, 1.5262, 1.1541], [-0.2847, -0.8416, 0.8033], [0.5828, -1.4161, -0.9760], [-0.0068, -0.5030, -0.0886], [-0.3408, -0.4132, -0.7197], [-0.4143, -0.0479, -0.0060], [0.6376, -0.2661, -0.5373], [-2.1833, 1.7742, 0.4282], [-0.1673, -0.2876, -0.4274], [0.2448, -3.5618, 2.3910], [0.0713, 1.1053, -0.8928], [1.5327, 0.8673, 0.1230], [1.3684, 0.0433, -0.0923], [0.2740, 0.3952, -0.6676], [0.0953, 0.2916, -0.4076], [-0.4606, -0.4797, 0.3962], [0.0669, -0.2472, -0.1980], [-0.8543, 0.1037, -0.6452], [0.5341, -0.4029, -0.4225], [0.7686, 2.1865, 0.5513], [-1.5483, -1.8280, 1.4791], [0.5459, 0.4312, -0.1454], [1.4994, 1.6582, -1.1178], [-2.0302, -0.2051, -0.8365], [0.9629, -0.4916, -0.2131], [-0.1282, -0.7748, 1.0347], [0.0089, -0.1022, 0.1537], [-0.7133, 0.0899, -0.0218], [0.1258, -0.4856, -0.1434], [-0.0322, -0.0950, -0.3142], [-1.2073, -0.7947, -0.2321], [0.9774, 1.1946, 0.6207], [-0.5496, -0.0253, 0.6328], [-0.5689, -0.5554, 0.5388], [0.3073, -0.8343, -1.8432], [-0.0742, -0.0634, 0.0403], [0.6884, 0.1494, -0.2523], [-0.1033, -0.2746, 0.3137], [-0.6747, 0.1617, 0.0036], [0.3503, 0.9309, 0.4403], [0.2316, -0.1149, -0.7599], [0.6094, 0.2262, 0.5011], [-0.2826, 0.7057, -0.1981], [0.3359, -0.3218, 0.7632], [-2.0611, -1.3304, -3.0133], [-1.0067, 0.2889, 1.3999], [1.4659, 0.6637, 1.3155], [0.4331, 0.1866, 0.3022], [0.5137, -0.2650, 0.1676], [0.1656, -0.2558, -0.0415], [-0.5492, 0.3547, -0.2970], [0.8098, 0.0756, -0.2635], [-0.2090, 0.2983, -0.0107], [0.3646, -0.4026, -0.1221], [1.0574, -0.4059, 0.2022], [-1.1917, -0.3039, 1.1141], [-2.2681, 0.1968, -0.3852], [-0.3850, -0.5752, -0.6176], [1.6215, -0.0233, -0.1315], [0.5419, -0.5976, -0.1720], [-0.4248, 0.3188, 0.2091], [0.6941, 0.7077, -0.0469], [-0.4649, 0.1971, -0.3684], [1.2703, -0.0271, -0.2479], [-0.4314, 0.7337, 0.6742], [-0.0054, -0.2208, -0.2486], [-0.0263, -0.9944, 1.0660], [-0.3910, 0.9755, -0.6638], [1.4470, -0.2114, 0.4229], [-0.0865, 0.9346, -1.1560], [-1.1586, 0.8340, -0.4333], [-0.0500, 0.0577, -0.0787], [-0.1678, 0.5027, -0.1220], [0.1274, -0.1105, 0.1144], [0.2721, -0.6339, 0.6228], [0.6152, -0.2579, -0.2606], [-0.2713, -0.2092, 0.5597], [-0.3087, -0.8839, -0.0699], [-1.3877, -0.6660, 0.4921], [-0.1211, 3.1980, -0.1041], [-3.1980, -2.3577, 0.0853], [0.3299, -0.5038, 0.4331], [1.8328, 0.9860, -0.4028], [1.1111, 0.1450, 0.2178], [0.0852, 0.5044, 0.0894], [0.5272, -0.8365, -0.1200], [0.2755, -0.1951, -0.4850], [0.7175, -0.0354, -0.0933], [0.1393, -0.1955, 0.1663], [-0.3091, -0.0502, -0.2674], [0.4829, -0.4603, 0.9937], [1.7500, -1.7739, -0.4247], [-2.1936, 2.2788, -0.5811], [0.2396, -0.1351, -0.5002], [0.1894, -0.1276, 0.3831], [0.2635, 0.0433, -0.2912], [-0.6890, 0.2103, 0.4392], [-0.1923, -0.0335, -0.0238], [0.3663, 0.1266, -0.2337], [0.0250, -0.0525, 0.0039], [-0.2518, 0.0110, 0.0446], [0.0224, -0.0734, 0.2059], [1.9213, -3.1352, 0.3149], [-0.3965, 1.7631, 0.7301], [-1.2795, -0.8620, -1.4202], [0.4391, -0.8921, -0.7065], [-1.0903, 1.2775, 2.3554], [-0.6109, 0.7739, -0.5010], [0.6112, -0.0693, 0.0774], [0.0114, -0.7196, 0.0974], [0.1238, 0.8024, -0.0840], [-0.0102, -0.2390, 0.3118], [0.2027, 0.0597, -0.4431], [0.0343, 0.0490, 0.0180], [0.0478, 1.1888, -0.7478]]}